{"formula": "C33H37BrCl2N6OSi", "method": "ωB97M-V/def2-TZVPD", "elements": ["C", "C", "Cl", "C", "Si", "O", "Cl", "Br", "H", "H", "H", "H", "H", "H", "H", "C", "C", "C", "N", "C", "C", "H", "H", "H", "H", "H", "C", "C", "C", "N", "C", "C", "H", "H", "H", "H", "H", "C", "C", "C", "N", "C", "C", "H", "H", "H", "H", "H", "C", "C", "C", "N", "C", "C", "H", "H", "H", "H", "H", "C", "C", "C", "N", "C", "C", "H", "H", "H", "H", "H", "C", "C", "C", "N", "C", "C", "H", "H", "H", "H", "H"], "coordinates": [[1.808523, -0.126710, 3.402384], [3.142939, -0.108055, 2.690586], [4.414700, 0.708647, 3.640384], [3.591141, -1.476573, 2.197380], [3.874147, -2.830364, 3.461248], [5.307394, -3.579522, 3.187746], [3.847552, -2.243676, 5.432808], [2.277343, -4.380861, 3.242259], [1.339878, 0.844257, 3.341894], [1.175746, -0.830122, 2.872133], [1.884382, -0.442110, 4.433106], [3.008146, 0.496941, 1.806305], [4.495175, -1.339681, 1.612729], [2.828118, -1.800827, 1.500595], [5.791318, -3.161169, 2.456794], [-0.065047, 4.685328, 0.089826], [-1.029412, 3.874091, 0.663529], [-0.778918, 3.343601, 1.920186], [0.338783, 3.566985, 2.607987], [1.256207, 4.347184, 2.041037], [1.104256, 4.929095, 0.791736], [-0.222383, 5.120711, -0.888683], [-1.956606, 3.658053, 0.151191], [-1.508214, 2.705174, 2.407092], [2.157610, 4.508453, 2.622294], [1.884102, 5.556218, 0.380964], [7.713458, -2.949091, 5.726281], [8.844059, -3.644865, 6.123268], [9.627730, -3.109822, 7.134150], [9.357790, -1.960896, 7.748583], [8.268500, -1.304728, 7.355091], [7.417657, -1.750795, 6.354915], [7.071585, -3.334540, 4.944531], [9.113280, -4.584698, 5.660830], [10.519364, -3.624868, 7.475627], [8.072523, -0.371777, 7.872607], [6.543427, -1.176518, 6.080787], [0.534063, -1.739190, -3.241292], [1.668314, -2.435316, -2.856210], [2.462254, -1.897514, -1.855380], [2.199266, -0.745155, -1.241737], [1.105469, -0.088576, -1.624856], [0.244087, -0.539652, -2.612832], [-0.116866, -2.123177, -4.018518], [1.932322, -3.375672, -3.319879], [3.357565, -2.412317, -1.522238], [0.916444, 0.847573, -1.109434], [-0.631613, 0.034252, -2.883595], [-4.893592, -4.170895, -4.299103], [-4.609269, -3.673869, -5.561230], [-3.483963, -2.880661, -5.722890], [-2.654813, -2.563167, -4.730857], [-2.941528, -3.049290, -3.524020], [-4.039233, -3.851609, -3.256124], [-5.765333, -4.790959, -4.132333], [-5.246639, -3.897136, -6.406157], [-3.226972, -2.474287, -6.695280], [-2.249243, -2.775467, -2.733928], [-4.219352, -4.216820, -2.254438], [-10.634601, -3.608110, -3.264248], [-9.828426, -3.128331, -4.282975], [-8.624705, -3.770080, -4.526573], [-8.195570, -4.823599, -3.835111], [-8.981949, -5.271126, -2.858457], [-10.204281, -4.703781, -2.534673], [-11.582429, -3.135407, -3.042044], [-10.123958, -2.274557, -4.876588], [-7.963457, -3.425362, -5.314758], [-8.607265, -6.128916, -2.310879], [-10.801608, -5.111348, -1.731133], [0.213959, 9.579495, -2.117976], [0.490539, 8.682048, -1.099829], [-0.572157, 8.137635, -0.394585], [-1.847798, 8.428712, -0.639502], [-2.095811, 9.293521, -1.619905], [-1.107819, 9.893803, -2.385888], [1.014906, 10.027094, -2.692160], [1.508268, 8.409345, -0.855174], [-0.400580, 7.432339, 0.409745], [-3.143046, 9.513863, -1.795941], [-1.369824, 10.589193, -3.171200]], "atomic_forces_ev_per_a": [[0.1, -0.1, -0.1], [-0.4, -0.1, -0.4], [0.2, 0.1, 0.1], [0.1, 0.2, 0.6], [-0.3, -0.2, 0.1], [0.2, 0.4, -0.4], [0.0, -0.1, -0.3], [0.2, 0.2, 0.1], [-0.1, 0.3, 0.2], [-0.3, -0.2, -0.1], [0.0, -0.1, 0.3], [0.2, 0.3, -0.3], [0.3, -0.1, -0.1], [-0.2, -0.3, -0.2], [0.0, -0.3, 0.3], [0.0, 0.0, -0.1], [0.0, 0.0, 0.0], [0.0, -0.1, 0.1], [0.0, 0.0, -0.1], [0.1, 0.0, 0.1], [0.0, 0.0, 0.0], [0.0, 0.0, 0.0], [0.0, 0.0, 0.0], [0.0, 0.0, 0.0], [0.0, 0.0, 0.0], [0.0, 0.0, 0.0], [0.0, 0.0, 0.0], [0.0, 0.0, 0.0], [0.1, 0.0, 0.1], [0.0, 0.0, 0.0], [0.0, 0.1, 0.1], [0.0, 0.0, 0.0], [0.0, 0.0, 0.0], [0.0, 0.0, 0.0], [0.0, 0.0, 0.0], [0.0, 0.0, 0.0], [0.0, 0.0, 0.0], [-0.1, -0.1, -0.1], [0.0, 0.0, 0.0], [0.1, 0.0, 0.1], [0.0, 0.0, 0.1], [0.0, 0.1, 0.1], [0.0, 0.0, 0.0], [0.0, 0.0, 0.0], [0.0, 0.0, 0.0], [0.0, 0.0, 0.0], [0.0, 0.0, 0.0], [0.0, 0.0, 0.0], [0.0, -0.1, 0.0], [0.0, 0.0, 0.0], [0.1, 0.1, -0.1], [0.0, -0.1, 0.1], [0.1, 0.1, 0.0], [0.0, 0.0, 0.0], [0.0, 0.0, 0.0], [0.0, 0.0, 0.0], [0.0, 0.0, 0.0], [0.0, 0.0, 0.0], [0.0, 0.0, 0.0], [0.0, 0.0, 0.0], [0.0, 0.0, 0.0], [0.1, 0.0, -0.1], [-0.1, 0.0, 0.0], [0.1, -0.1, 0.0], [0.0, 0.0, 0.0], [0.0, 0.0, 0.0], [0.0, 0.0, 0.0], [0.0, 0.0, 0.0], [0.0, 0.0, 0.0], [0.0, 0.0, 0.0], [0.0, 0.0, 0.0], [0.0, 0.0, 0.0], [-0.1, 0.0, 0.1], [0.0, 0.0, 0.0], [-0.1, 0.0, 0.0], [0.0, 0.0, 0.0], [0.0, 0.0, 0.0], [0.0, 0.0, 0.0], [0.1, 0.0, 0.0], [0.0, 0.0, 0.0], [0.0, 0.0, 0.0]], "lumo_energy_ev": 0.42, "gap_ev": 9.81, "smiles": "C[C@@H](Cl)C[Si@@](O)(Cl)Br.c1ccncc1.c1ccncc1.c1ccncc1.c1ccncc1.c1ccncc1.c1ccncc1", "spin_multiplicity": 1, "total_charge": 0, "homo_energy_ev": -9.4, "total_energy_ha": -5467.489433}